P:
Density functional theory data (the ωB97M-V functional and the def2-TZVPD basis) for the molecule C4H5NO2.

Summary:
**SMILES**: CC1=C(O)N1C=O

Geometry (Å):
C (-1.78381, -0.64943, 0.24102)
C (-0.60184, 0.22692, 0.17483)
C (0.22925, 1.18404, 0.07316)
O (0.56125, 2.42924, -0.23224)
N (0.93321, 0.08302, 0.66161)
C (1.65737, -0.81118, -0.16040)
O (1.15354, -1.60719, -0.91685)
H (-1.59738, -1.55960, -0.33620)
H (-2.00114, -0.92751, 1.27878)
H (-2.66613, -0.14856, -0.17178)
H (1.45670, 2.59065, 0.09588)
H (2.74523, -0.80267, 0.04478)

Atom charges from the Mulliken analysis, given in e for atoms 1 to 5: -1.17, 0.20, 0.62, -0.49, -0.47



Q:
Density functional theory data (the ωB97M-V functional and the def2-TZVPD basis) for the molecule C4H5NO2.

Geometry (Å):
C (1.14822, -0.67928, 0.43560)
C (-0.30224, -1.20005, 0.29796)
C (1.51959, 1.63801, -0.31533)
C (-1.55622, 0.52176, -0.31169)
N (1.38903, 0.48472, -0.08450)
O (-0.94288, -0.50927, -0.75358)
O (-1.82241, 0.87140, 0.79143)
H (1.96707, -1.40437, 0.89725)
H (-0.55163, -2.29546, 0.07940)
H (-0.75169, -0.93058, 1.23926)
H (1.80365, 2.36617, -1.03424)
H (-1.90050, 1.13693, -1.24157)

Atom charges from the Mulliken analysis, given in e for atoms 1 to 5: -0.30, -0.30, -0.19, 0.14, -0.11



R:
Density functional theory data (the ωB97M-V functional and the def2-TZVPD basis) for the molecule C4H5NO2.

Summary:
**SMILES**: O[C@@H]1[C@@H]2C=NO[C@H]12

Geometry (Å):
C (-0.91120, -0.00363, -0.58659)
C (-0.72387, -0.11319, 0.89722)
C (1.49821, 0.18831, 0.30509)
C (0.19630, 0.84723, -0.07479)
H (0.27340, -0.77767, -1.96642)
H (-2.03764, 0.31658, -0.89557)
H (-1.68819, 0.26087, 1.33028)
H (2.43816, 0.44960, 0.04061)
H (0.04206, 1.87445, -0.03846)
N (1.39846, -0.84030, 1.11154)
O (-0.55556, -1.03473, -1.46954)
O (0.06989, -1.16754, 1.34663)

Atom charges from the Mulliken analysis, given in e for atoms 1 to 5: 0.21, -0.13, -0.33, -0.55, 0.34



Which is most stable, and by how much? P, by 38.1 kJ/mol.



P:
Density functional theory data (the ωB97M-V functional and the def2-TZVPD basis) for CH3I2P as an isolated structure.

Geometry (Å):
C (-0.45787, -0.03162, 0.58410)
P (0.95005, -0.90307, -0.33977)
I (-2.16062, -1.16041, -0.07826)
I (-0.49736, 2.09578, 0.01986)
H (-0.38015, 0.01834, 1.78656)
H (1.93340, 0.32257, -0.23655)
H (0.61254, -0.34158, -1.73594)

Atom charges from the Mulliken analysis, given in e for atoms 1 to 5: -0.74, -0.04, 0.11, 0.08, 0.43



Q:
Density functional theory data (the ωB97M-V functional and the def2-TZVPD basis) for CH3I2P as an isolated structure.

Geometry (Å):
C (1.01915, 0.24913, 0.64305)
P (-0.67061, 0.04724, 0.02933)
I (1.95325, 2.14201, -0.17308)
I (1.71921, -1.55380, -0.39916)
H (-1.83164, 0.98481, 0.13171)
H (-1.25081, -1.11041, 0.89495)
H (-0.93854, -0.75898, -1.12680)

Atom charges from the Mulliken analysis, given in e for atoms 1 to 5: -0.32, -0.08, -0.03, 0.01, 0.13



R:
Density functional theory data (the ωB97M-V functional and the def2-TZVPD basis) for CH3I2P as an isolated structure.

Geometry (Å):
C (0.13887, 0.35115, 0.58044)
P (-0.84355, 0.27661, -0.99467)
I (1.57557, 1.85755, 0.35906)
I (0.95751, -1.54744, 1.16232)
H (-0.59800, 0.45865, 1.47859)
H (-1.29093, -0.97585, -0.85314)
H (0.06053, -0.42067, -1.73259)

Atom charges from the Mulliken analysis, given in e for atoms 1 to 5: -0.69, -0.01, 0.14, 0.08, 0.39



Which is most stable, and by how much? R, by 26.8 kJ/mol.



P:
Density functional theory data (the ωB97M-V functional and the def2-TZVPD basis) for C10H14AsCoF5N2O7Te as an isolated structure.

Summary:
**Charge**: +3
**<S²>**: 6.15
**Spin multiplicity**: 5

Geometry (Å):
Co (0.08517, 0.25742, 0.34647)
O (4.07462, 0.90804, -0.79805)
C (2.82663, 1.00293, -0.50161)
O (2.15123, 0.10612, 0.01332)
C (2.16151, 2.28896, -0.82505)
C (2.78043, 3.39446, -1.38329)
C (1.99363, 4.50804, -1.64626)
C (0.63281, 4.45278, -1.38145)
C (0.10317, 3.29196, -0.83512)
N (0.86462, 2.23887, -0.53080)
C (-1.34621, 2.99703, -0.57700)
O (-2.31530, 3.77511, -0.92164)
O (-1.56927, 1.91012, -0.05275)
H (4.45844, 0.03733, -0.57843)
H (3.83842, 3.38176, -1.60921)
H (2.43151, 5.40279, -2.06947)
H (0.01005, 5.30920, -1.60880)
H (-2.05207, 4.59270, -1.37629)
C (1.40402, -4.13219, 1.86736)
As (-0.11897, -3.19511, 1.19795)
C (-1.59732, -3.19859, 2.40058)
C (-0.55184, -3.66588, -0.59703)
O (0.49469, -1.46051, 1.09751)
H (1.08262, -5.15760, 2.06876)
H (1.74563, -3.67855, 2.79606)
H (2.20077, -4.14337, 1.12640)
H (-1.85106, -4.25140, 2.55735)
H (-2.44370, -2.67014, 1.96838)
H (-1.30850, -2.77577, 3.36144)
H (-0.67151, -4.75456, -0.58120)
H (0.27247, -3.41834, -1.26385)
H (-1.47888, -3.19625, -0.90588)
F (-1.77907, -0.17184, 0.97020)
Te (-2.62824, -0.25115, -1.04790)
F (-3.05214, -1.26366, -2.51912)
F (-4.13225, 0.44484, -0.28110)
F (-2.73138, 1.18886, -2.22225)
F (-3.04096, -1.85561, -0.16060)
O (-0.79451, -0.42323, -1.26021)
O (-0.24788, 1.09354, 3.38692)
N (0.09860, 1.08087, 2.37566)

Atom charges from the Mulliken analysis, given in e for atoms 1 to 5: 1.73, -0.37, 0.15, -0.67, 0.68



Q:
Density functional theory data (the ωB97M-V functional and the def2-TZVPD basis) for C10H14AsCoF5N2O7Te as an isolated structure.

Summary:
**Charge**: +3
**<S²>**: 6.04
**Spin multiplicity**: 5

Geometry (Å):
Co (0.03179, 0.13593, -0.32278)
O (0.30836, -3.92527, -1.17439)
C (-0.00714, -2.69770, -0.94191)
O (0.78391, -1.75016, -0.89040)
C (-1.46271, -2.42963, -0.71436)
C (-2.51262, -3.33339, -0.70880)
C (-3.78061, -2.84101, -0.41136)
C (-3.95956, -1.48879, -0.12095)
C (-2.84757, -0.66280, -0.14941)
N (-1.64423, -1.14134, -0.45202)
C (-2.73259, 0.80563, 0.15467)
O (-3.71898, 1.53774, 0.54668)
O (-1.61966, 1.33001, 0.01285)
H (1.26865, -4.05775, -1.29564)
H (-2.34524, -4.38250, -0.91562)
H (-4.63066, -3.51122, -0.39485)
H (-4.94749, -1.11641, 0.11966)
H (-4.56467, 1.07324, 0.66372)
C (2.04458, 3.80086, 1.03227)
As (2.77033, 2.30566, 0.12022)
C (3.88096, 1.26241, 1.24930)
C (3.68649, 2.81741, -1.45854)
O (1.42073, 1.29208, -0.32818)
H (2.87990, 4.44041, 1.32527)
H (1.51715, 3.45894, 1.92100)
H (1.37582, 4.35278, 0.37447)
H (4.72139, 1.88610, 1.56041)
H (4.25056, 0.39661, 0.70305)
H (3.31320, 0.95354, 2.12518)
H (4.57526, 3.37224, -1.14912)
H (3.05974, 3.46750, -2.06655)
H (3.99615, 1.93223, -2.01156)
F (-2.10260, -0.51661, 2.81058)
Te (-0.42021, -1.13061, 3.24536)
F (1.28229, -1.70354, 3.52173)
F (-1.02512, -1.86721, 4.77347)
F (-0.76521, -2.62954, 2.23552)
F (-0.01998, 0.48938, 3.97191)
O (0.18341, -0.36974, 1.52748)
O (0.04308, 1.44329, -2.86738)
N (-0.17657, 0.63580, -2.18298)

Atom charges from the Mulliken analysis, given in e for atoms 1 to 5: 0.44, -0.37, 0.39, -0.44, 0.35



Which is most stable, and by how much? Q, by 117.8 kJ/mol.



P:
Density functional theory data (the ωB97M-V functional and the def2-TZVPD basis) for the molecule C5H14N2O.

Summary:
**SMILES**: C[C@@H](CO)NCCN

Geometry (Å):
N (-2.59358, 0.87544, -0.29767)
C (-1.52437, 1.44680, -1.19282)
C (-0.05849, 1.44910, -0.74306)
N (0.61577, 0.16767, -0.76380)
C (0.14861, -0.29857, 1.71469)
C (1.14019, -0.32168, 0.50965)
C (1.66789, -1.73213, 0.32059)
O (0.73462, -2.54348, -0.39441)
H (-2.08966, 0.08042, 0.10007)
H (-2.60546, 1.55049, 0.47198)
H (-1.77054, 2.43318, -1.58330)
H (-1.54408, 0.80495, -2.08408)
H (0.46681, 2.11902, -1.44119)
H (0.03096, 2.02693, 0.18533)
H (0.13077, -0.53117, -1.29399)
H (-0.62237, 0.45650, 1.67918)
H (0.69410, -0.25046, 2.65506)
H (-0.37275, -1.26079, 1.62614)
H (2.04222, 0.27008, 0.74006)
H (2.60240, -1.65042, -0.24137)
H (1.81983, -2.25674, 1.27086)
H (1.08712, -2.83513, -1.23793)

Atom charges from the Mulliken analysis, given in e for atoms 1 to 5: -0.65, -0.83, -0.61, -0.27, -1.39



Q:
Density functional theory data (the ωB97M-V functional and the def2-TZVPD basis) for a 2-piece molecular cluster, C5H14N2O overall.

Summary:
**SMILES**: N/C=C/CCCN.O

Geometry (Å):
C (-0.04830, -0.12088, -1.67135)
C (-1.43894, 0.38438, -1.20381)
C (-1.48220, 0.25913, 0.42660)
N (1.85385, 1.43629, 1.98345)
C (0.78363, 0.59148, 1.48920)
C (-0.28339, 1.14677, 0.93570)
N (-0.02587, 0.10201, -3.07981)
H (0.32367, -1.06941, -1.24577)
H (0.59946, 0.53065, -1.04587)
H (-2.35339, -0.07544, -1.59467)
H (-1.52360, 1.47494, -1.32378)
H (-2.35282, 0.66410, 0.85355)
H (-1.09285, -0.65934, 0.87485)
H (2.71386, 1.07983, 1.61186)
H (1.88197, 1.39526, 2.98308)
H (0.90344, -0.52022, 1.45058)
H (-0.49869, 2.20117, 0.76675)
H (0.84437, -0.12365, -3.51833)
H (-0.83183, -0.04181, -3.65204)
H (1.27415, -2.36906, 1.51650)
H (0.35821, -3.62330, 1.63076)
O (0.39526, -2.66291, 1.81255)

Atom charges from the Mulliken analysis, given in e for atoms 1 to 5: -0.15, -0.65, -0.68, -0.60, 0.65



Which is most stable, and by how much? P, by 107.2 kJ/mol.